Entry from OMol25: a cluster of 6 separate species, C2H15NO5 in total in a non-equilibrium geometry (ωB97M-V with the def2-TZVPD basis set).

Structure (XYZ):
```
23
Properties=species:S:1:pos:R:3:nbo_charge:R:1
C 1.278 1.243 1.041 -0.5671
C 0.884 0.740 -0.362 -0.2957
N 1.706 -0.254 -0.852 -0.3697
H 2.075 1.983 0.940 0.2274
H 0.447 1.701 1.550 0.2572
H 0.838 1.478 -1.162 0.2606
H 2.346 0.031 -1.585 0.3979
H 2.065 -0.960 -0.179 0.4493
H -1.176 -0.860 0.885 0.5037
H 0.328 -1.535 1.449 0.4874
O -0.576 -1.147 1.592 -0.9306
H 1.917 -2.800 1.198 0.4655
H 1.549 0.424 1.706 0.2600
O 1.838 -1.839 1.094 -0.9299
H -0.178 0.384 -0.186 0.3998
H -3.174 0.310 0.228 0.4760
O -2.230 0.324 -0.020 -1.0437
H -1.768 3.256 -0.989 0.4692
H -1.662 1.792 -0.603 0.5069
O -1.092 2.576 -0.832 -1.0072
H -0.727 -2.057 -1.144 0.4561
H -1.589 -0.746 -0.980 0.4855
O -1.256 -1.427 -1.644 -0.9589
```

## Properties
charge: 0
E_HOMO: -0.3588 hartree
ΔE to the lowest compared entry with this formula, charge and spin: 193.0 kcal per mole
F_max: 2.16 eV/A



Entry from OMol25: an isolated molecule of C15H6F9NO2 in a non-equilibrium geometry (ωB97M-V with the def2-TZVPD basis set).

Structure (XYZ):
```
33
Properties=species:S:1:pos:R:3:nbo_charge:R:1
C 2.081 -1.446 4.047 -0.2672
C 2.042 -0.672 3.101 -0.0166
C 1.967 0.365 1.907 -0.4981
C 0.484 0.507 1.401 0.0220
C -0.625 0.320 2.416 -0.1840
C -2.091 0.427 2.050 -0.1490
C -2.390 0.773 0.637 -0.1241
C -1.281 1.000 -0.365 -0.1132
C 0.161 0.856 -0.042 -0.0403
C 1.237 1.103 -1.140 0.6219
F 2.205 1.975 -0.548 -0.3352
F 0.789 1.774 -2.267 -0.2864
C 2.059 -0.173 -1.636 0.5904
F 2.263 -0.016 -3.024 -0.3014
F 3.363 -0.246 -1.102 -0.3039
C 1.400 -1.593 -1.398 0.5593
F 2.241 -2.516 -2.059 -0.2998
F 1.425 -2.010 -0.057 -0.2981
C -0.056 -1.809 -2.020 0.9270
F -0.042 -3.018 -2.731 -0.3076
F -0.948 -2.011 -0.981 -0.2987
F -0.449 -0.850 -2.924 -0.2939
C -2.088 1.383 -1.651 0.6797
O -1.933 2.150 -2.568 -0.4988
N -3.329 0.579 -1.507 -0.6488
C -3.747 0.977 -0.146 0.6760
O -4.829 1.348 0.240 -0.5102
H 2.524 -2.104 4.842 0.2624
H 2.700 -0.009 1.141 0.2686
H 2.324 1.345 2.360 0.2671
H -0.415 0.091 3.503 0.2570
H -2.931 0.278 2.777 0.2519
H -3.973 1.182 -2.064 0.3919
```

## Properties
charge: 0
E_HOMO: -0.3708 hartree
structure (SMILES): C#CCc1ccc2c(c1C(F)(F)C(F)(F)C(F)(F)C(F)(F)F)C(=O)NC2=O
F_max: 4.18 eV/A



Entry from OMol25: a structure of composition C13H21F12N5O11PdS4 in a non-equilibrium geometry (ωB97M-V with the def2-TZVPD basis set).

Structure (XYZ):
```
67
Properties=species:S:1:pos:R:3:mulliken_spin:R:1
Pd 0.345 0.218 0.004 1.6765
C 4.278 0.564 -2.013 0.0045
F 5.124 0.112 -2.904 0.0001
F 4.530 0.209 -0.776 0.0001
F 4.337 1.911 -2.062 0.0004
S 2.491 0.154 -2.572 0.0013
O 1.745 1.387 -2.642 0.0063
O 2.630 -0.544 -3.822 0.0069
N 1.824 -0.764 -1.191 0.0316
S 2.408 -2.202 -1.220 0.0010
O 3.649 -2.455 -1.921 0.0083
O 2.362 -2.692 0.140 -0.0023
C 1.045 -3.156 -2.173 0.0002
F -0.128 -2.905 -1.613 -0.0011
F 1.066 -2.861 -3.461 0.0002
F 1.255 -4.476 -2.088 0.0001
C -1.814 1.565 3.003 -0.0027
F -1.926 0.237 2.894 -0.0010
F -2.886 1.921 3.753 0.0000
F -0.742 1.940 3.690 -0.0003
S -1.892 2.529 1.373 0.0050
O -2.881 1.889 0.537 -0.0014
O -2.143 3.875 1.771 0.0062
N -0.352 2.084 0.718 0.0745
S 0.581 3.384 0.439 0.0041
O 0.582 4.474 1.376 0.0113
O 1.878 2.788 0.158 0.0192
C -0.183 4.065 -1.173 0.0029
F -1.426 4.511 -0.970 0.0000
F 0.613 5.006 -1.655 0.0002
F -0.277 3.061 -2.054 0.0007
C -3.369 -1.829 0.738 -0.0002
C -1.927 -2.130 0.984 0.0128
O -1.049 -1.266 0.870 0.0313
N -1.630 -3.361 1.367 0.0041
C -0.289 -3.904 1.460 -0.0018
H -3.611 -1.625 -0.303 -0.0001
H -3.616 -0.909 1.274 0.0003
H -4.003 -2.613 1.150 0.0000
H -2.370 -3.962 1.686 0.0005
H -0.186 -4.974 1.296 0.0001
H 0.136 -3.642 2.431 0.0002
H 0.382 -3.454 0.730 -0.0004
C 3.431 1.179 2.645 -0.0033
C 2.230 0.252 2.819 0.0074
O 1.457 0.054 1.884 0.0470
N 2.106 -0.338 4.000 0.0008
C 0.917 -1.067 4.381 0.0004
H 3.097 2.187 2.886 -0.0003
H 3.899 1.103 1.668 0.0009
H 4.218 0.903 3.352 -0.0002
H 2.872 -0.341 4.647 0.0005
H 0.898 -1.101 5.469 0.0000
H 1.046 -2.094 4.019 -0.0003
H 0.018 -0.665 3.927 -0.0007
C -1.209 0.553 -4.083 -0.0004
C -1.761 0.384 -2.681 0.0129
O -0.951 0.217 -1.765 0.0370
N -3.082 0.366 -2.377 -0.0023
C -4.092 1.013 -3.213 0.0006
H -1.017 -0.494 -4.339 0.0000
H -0.285 1.114 -4.131 0.0006
H -2.017 0.917 -4.715 0.0003
H -3.299 0.350 -1.393 -0.0002
H -4.092 0.523 -4.187 0.0000
H -3.910 2.082 -3.313 -0.0001
H -5.031 0.743 -2.731 0.0000
```

## Properties
charge: 0
E_HOMO (spin up / spin down): -0.3689 / -0.3781 hartree
2S+1: 3
F_max: 4.55 eV/A



Entry from OMol25: an isolated molecule of C9H12N2O2 in a non-equilibrium geometry (ωB97M-V with the def2-TZVPD basis set).

Structure (XYZ):
```
25
Properties=species:S:1:pos:R:3:nbo_charge:R:1
C -2.161 0.604 -0.056 -0.2251
C -1.097 1.649 -0.569 -0.4121
C 0.042 1.735 0.412 -0.4357
C 1.108 0.606 0.292 0.0307
C 1.340 -0.234 1.329 -0.2643
C 2.286 -1.219 1.072 0.0350
C 2.603 -0.597 -1.147 0.0921
C 1.494 0.405 -0.977 -0.2804
C -1.518 -1.768 -0.893 0.5271
H -1.353 -2.064 1.384 0.4874
H -3.025 0.506 -0.717 0.2046
H -2.474 0.821 0.961 0.2323
H -1.680 2.524 -0.610 0.2129
H -0.610 1.465 -1.522 0.2125
H -0.332 1.695 1.437 0.2050
H 0.793 2.642 0.465 0.2316
H 0.742 -0.138 2.271 0.2313
H 2.468 -1.866 1.936 0.1980
H 3.125 -0.622 -2.090 0.1860
H 1.218 1.181 -1.690 0.2032
H -1.571 -1.276 -1.902 0.1090
N -1.393 -0.692 0.063 -0.1838
N 2.938 -1.279 -0.147 -0.4438
O -1.599 -1.174 1.324 -0.5848
O -1.346 -2.904 -0.626 -0.5687
```

## Properties
charge: 0
E_HOMO: -0.3237 hartree
ΔE to the lowest compared entry with this formula, charge and spin: 70.8 kcal per mole
structure (SMILES): O=CN(O)CCCc1ccncc1
F_max: 5.81 eV/A



Entry from OMol25: the ion C13H21N4O6 with charge -1 in a non-equilibrium geometry (ωB97M-V with the def2-TZVPD basis set).

Structure (XYZ):
```
44
Properties=species:S:1:pos:R:3:nbo_charge:R:1
O -1.497 1.004 -1.903 -0.5899
O 2.235 -1.906 -0.763 -0.7949
O 3.646 2.837 -1.390 -0.7192
O -2.445 -2.949 0.936 -0.6618
O -2.181 1.026 1.898 -0.6602
O 3.019 -1.133 1.199 -0.7548
C -2.181 1.769 -1.385 0.7042
C 2.359 -1.845 0.495 0.7445
C 3.216 1.908 -0.655 0.6650
C -1.496 -2.194 0.666 0.6757
C -1.034 0.992 1.323 0.6815
N 3.667 0.695 -0.875 -0.7907
N -0.979 -2.128 -0.609 -0.6016
N -0.209 -0.074 1.353 -0.6172
N -1.768 2.604 -0.345 -0.6434
C -3.589 2.136 -1.899 -0.7453
C -1.508 -2.672 -1.744 -0.4026
C 1.521 -2.822 1.293 -0.5187
C 2.079 2.212 0.355 -0.5012
C 0.501 -2.261 2.341 -0.3848
C 0.717 2.222 -0.423 -0.4153
C -0.658 -1.381 1.800 -0.1208
C -0.569 2.245 0.462 -0.1234
H 4.380 0.610 -1.603 0.3976
H 3.187 -0.105 -0.456 0.4432
H -0.195 -1.602 -0.811 0.4172
H 0.725 0.041 1.254 0.4118
H -2.556 3.185 -0.008 0.4019
H -3.624 1.734 -2.919 0.2301
H -3.401 3.262 -2.122 0.2219
H -4.507 1.776 -1.345 0.2457
H -2.528 -2.879 -1.544 0.2097
H -1.360 -1.968 -2.562 0.2049
H -1.004 -3.608 -1.965 0.1809
H 2.197 -3.481 1.839 0.2100
H 0.892 -3.421 0.698 0.1994
H 2.339 3.284 0.603 0.2308
H 2.098 1.477 1.163 0.2178
H -0.121 -3.086 2.720 0.2146
H 0.970 -1.649 3.130 0.2100
H 0.764 3.108 -1.045 0.2328
H 0.660 1.263 -1.032 0.2456
H -1.342 -1.268 2.666 0.2326
H -0.420 3.045 1.209 0.2167
```

## Properties
charge: -1
E_HOMO: -0.2051 hartree
ΔE to the lowest compared entry with this formula, charge and spin: 16.0 kcal per mole
structure (SMILES): CNC(=O)[C@@H](CCC(=O)[O-])NC(=O)[C@@H](CCC(N)=O)NC(C)=O
F_max: 6.29 eV/A



Entry from OMol25: a structure of composition C32H36N2OPdS5Si in a non-equilibrium geometry (ωB97M-V with the def2-TZVPD basis set).

Structure (XYZ):
```
78
Properties=species:S:1:pos:R:3:lowdin_charge:R:1
Pd -0.626 0.415 0.054 0.6524
C -3.136 1.926 0.665 -0.0735
N -2.703 0.786 -0.188 -0.2428
C -3.434 -0.443 0.256 -0.1504
C -2.831 -1.694 -0.351 -0.1615
N -1.508 -1.986 0.210 -0.2011
C -0.798 -2.934 -0.641 -0.0827
C -1.597 -2.356 1.604 -0.2905
C -1.950 -3.662 1.944 -0.0302
C -2.086 -4.059 3.261 -0.0886
C -1.882 -3.121 4.267 -0.0967
C -1.531 -1.826 3.943 -0.1335
C -1.367 -1.410 2.613 -0.5866
S -0.841 0.253 2.377 0.6982
C -3.051 1.083 -1.592 -0.2742
C -4.355 1.448 -1.922 -0.0343
C -4.701 1.729 -3.230 -0.0791
C -3.738 1.646 -4.228 -0.0822
C -2.448 1.280 -3.907 -0.1053
C -2.087 0.992 -2.584 -0.5794
S -0.451 0.485 -2.245 0.7453
H -4.224 1.999 0.677 0.0873
H -2.719 2.844 0.259 0.0826
H -2.768 1.761 1.673 0.0266
H -4.486 -0.352 -0.025 0.1255
H -3.372 -0.480 1.343 0.1073
H -2.719 -1.556 -1.430 0.1207
H -3.521 -2.535 -0.193 0.1342
H -1.387 -3.831 -0.878 0.0892
H 0.122 -3.252 -0.156 0.0562
H -0.536 -2.433 -1.576 0.0679
H -2.118 -4.379 1.150 0.1095
H -2.352 -5.080 3.500 0.0987
H -1.989 -3.402 5.308 0.1022
H -1.351 -1.103 4.729 0.1001
H -5.115 1.518 -1.156 0.1079
H -5.717 2.015 -3.467 0.1029
H -3.997 1.867 -5.256 0.1050
H -1.689 1.210 -4.676 0.1040
O 1.383 0.756 0.060 -0.3831
C 2.525 -0.133 0.184 -0.4573
C 2.487 -1.183 -0.913 -0.5042
C 2.306 -0.914 -2.238 -0.2017
C 2.461 -2.052 -3.070 -0.1624
C 2.798 -3.162 -2.358 -0.3952
S 2.891 -2.842 -0.684 1.0687
C 2.469 -0.774 1.558 -0.4635
C 1.672 -1.798 1.973 -0.1869
C 1.821 -2.108 3.350 -0.1677
C 2.727 -1.298 3.958 -0.3899
S 3.415 -0.177 2.873 1.0922
C 3.827 0.653 0.067 -0.5160
C 4.181 1.808 0.699 -0.1882
C 5.506 2.219 0.401 -0.1619
C 6.134 1.363 -0.450 -0.3920
S 5.122 0.066 -0.901 1.0912
H 2.101 0.078 -2.611 0.0676
H 2.338 -2.040 -4.143 0.1067
H 2.981 -4.158 -2.727 0.0664
H 0.963 -2.303 1.338 0.0725
H 1.265 -2.885 3.854 0.1072
H 3.041 -1.312 4.990 0.0665
H 3.521 2.359 1.349 0.0883
H 5.964 3.112 0.801 0.1058
H 7.136 1.433 -0.840 0.0655
C -0.318 3.602 -1.152 -0.1995
Si 0.984 2.379 -0.457 0.3412
C 2.401 2.717 -1.664 -0.1525
C 1.120 3.121 1.293 -0.1751
H 0.288 4.460 -1.470 0.0382
H -0.999 3.975 -0.386 0.0124
H -0.895 3.278 -2.017 0.0094
H 3.006 3.548 -1.288 0.0475
H 1.980 3.035 -2.620 0.0366
H 3.080 1.887 -1.839 0.0068
H 1.679 4.065 1.253 0.0416
H 1.580 2.478 2.042 0.0118
H 0.121 3.384 1.651 0.0218
```

## Properties
charge: 0
E_HOMO: -0.2711 hartree
ΔE to the lowest compared entry with this formula, charge and spin: 0.0 kcal per mole
F_max: 1.53 eV/A